(1)
14 unconnected molecules or ions with the total composition C17H58F3N26O15 in a non-equilibrium geometry. Source: the OMol25 dataset; level of theory: ωB97M-V/def2-TZVPD.

Structure (XYZ):
```
119
Properties=species:S:1:pos:R:3:forces:R:3
C -0.5228 1.2526 -1.2994 0.9 0.2 -2.5
O 0.4764 0.2221 -1.0239 -1.9 -0.3 1.1
O -0.4443 1.5852 -2.6147 -2.0 -0.4 1.0
C -1.8658 0.6908 -0.8120 -0.1 0.2 -1.9
F -1.8072 -0.0678 0.3002 -0.4 0.0 0.0
F -2.6973 1.7130 -0.5703 -0.3 0.5 0.8
F -2.4934 0.0102 -1.8030 0.2 -0.8 0.7
C 1.8239 0.6565 -1.0029 -1.1 -1.0 0.4
C 2.6663 -0.6119 -0.7515 -0.2 1.6 -0.2
H 2.1250 -1.3504 -0.1659 0.1 0.0 0.2
H 2.9655 -1.0553 -1.6993 0.1 -0.2 0.0
H 3.5193 -0.2046 -0.2026 0.4 -0.7 0.1
H 1.9862 1.4870 -0.3020 -0.7 -4.1 -1.1
H 2.1553 1.2149 -1.8856 -3.1 -2.2 2.5
H -0.3122 2.1685 -0.7291 -1.9 -3.1 -0.7
C 2.8907 -2.6417 3.7785 -0.3 0.1 -1.4
O 2.0574 -2.3781 4.6436 0.4 -0.3 -0.1
N 2.5582 -2.6509 2.4335 -1.1 0.6 1.3
N 4.1836 -2.9622 3.9190 1.5 -0.2 1.0
H 3.1783 -2.8789 1.6802 -0.1 0.0 -0.1
H 1.5677 -2.5225 2.3155 0.2 -0.4 -0.9
H 4.6826 -2.9325 4.7932 -0.6 0.1 0.2
H 4.8010 -2.7913 3.1423 0.1 0.0 -0.3
C 2.7943 1.3861 -3.3808 2.0 2.8 -0.6
O 1.7263 1.9914 -3.3677 2.1 0.3 -0.7
N 3.2663 0.7635 -4.4779 3.0 1.4 -1.0
N 3.7066 1.4414 -2.3529 1.8 1.3 -1.3
H 4.2407 0.6771 -4.6870 0.2 0.4 0.0
H 2.5712 0.8221 -5.2078 2.6 2.9 -0.8
H 4.4318 0.7581 -2.2266 0.1 0.0 -0.1
H 3.4719 2.0748 -1.5947 0.6 -0.3 -0.1
C -0.9033 -3.4015 0.0467 1.8 -0.2 -1.5
O -0.6293 -3.7052 -1.1205 -0.8 0.3 0.9
N -1.6272 -4.2156 0.8490 -0.7 -0.6 0.2
N -0.3487 -2.3332 0.6698 0.0 -0.6 0.3
H -1.9749 -3.9051 1.7384 -0.1 -0.1 0.0
H -2.1140 -4.9474 0.3598 0.0 0.0 0.2
H 0.1009 -1.6210 0.1103 -0.2 0.3 0.0
H -0.5347 -2.2340 1.6512 0.0 0.6 -0.2
C -0.4440 0.2705 3.4091 0.5 0.4 -0.7
O -1.2378 1.2104 3.3954 -0.3 0.0 0.2
N -0.1960 -0.5103 4.4830 -0.2 -0.3 0.1
N 0.3296 -0.0323 2.3192 -0.5 0.2 0.9
H -0.7626 -0.4242 5.3058 0.1 0.1 0.0
H 0.3890 -1.3262 4.3600 0.2 0.0 0.5
H 0.0687 0.3720 1.4358 0.3 -0.1 -0.3
H 1.0220 -0.7511 2.4152 0.3 0.3 -0.4
C -5.3365 1.5048 3.3396 0.8 -0.3 -0.7
O -6.3393 1.5389 2.6211 0.4 0.4 0.3
N -5.3545 1.0898 4.6225 -0.7 0.3 0.1
N -4.0885 1.7938 2.8868 -0.5 0.2 0.1
H -6.2405 0.7651 4.9673 0.3 -0.1 0.3
H -4.5082 1.1027 5.1554 -0.2 -0.2 0.3
H -3.2844 1.6835 3.4859 0.2 0.1 -0.4
H -4.0075 2.2219 1.9819 0.2 -0.1 0.0
C -4.8149 -2.1721 3.9775 -0.4 -0.8 2.5
O -5.3450 -2.3613 5.0841 -0.3 0.1 -1.2
N -3.6739 -1.4463 3.9522 0.1 0.0 -0.8
N -5.2103 -2.7035 2.8048 0.5 0.3 -0.4
H -3.1188 -1.4030 3.1151 0.3 0.5 0.4
H -3.4155 -1.1199 4.8629 0.5 0.1 -0.2
H -6.0111 -3.2996 2.7259 -0.1 0.1 0.0
H -4.6345 -2.4677 2.0151 -0.5 -0.3 -0.4
C -8.4020 -0.9125 0.8635 0.9 -2.1 -0.7
O -9.3147 -1.6373 0.4583 -0.2 1.0 0.6
N -7.1224 -1.1351 0.3743 -1.2 1.0 0.7
N -8.3987 -0.0074 1.8629 -1.1 0.1 -0.1
H -6.4767 -0.4601 0.7425 1.0 -0.6 -0.6
H -7.0146 -1.9541 -0.1896 0.6 0.2 -0.2
H -9.3126 0.2566 2.1899 0.2 0.2 0.1
H -7.5649 0.5476 2.0811 -0.6 0.0 0.1
C 0.3621 5.2423 -2.8664 -0.3 1.3 -0.9
O 0.3282 6.4397 -3.1856 0.4 -0.3 0.7
N 1.4333 4.6720 -2.2357 -0.7 0.3 -0.1
N -0.6562 4.4269 -3.1483 -1.0 -0.7 -0.1
H 1.4085 3.6679 -2.1587 0.9 0.0 -0.2
H 2.0329 5.3407 -1.7920 0.4 -0.5 0.1
H -1.4624 4.8131 -3.6084 0.2 0.2 -0.2
H -0.6719 3.4175 -3.0055 0.4 -0.4 0.2
C -3.6294 1.9948 -5.1403 0.8 -0.1 0.2
O -3.3008 3.1585 -5.3488 -0.3 -0.3 0.0
N -4.8209 1.4666 -5.5510 -0.7 0.4 -0.5
N -2.8550 1.0926 -4.4884 -0.1 0.7 -0.4
H -5.3134 1.9871 -6.2548 -0.1 -0.1 0.1
H -5.0632 0.5103 -5.3818 0.0 0.0 -0.1
H -2.0161 1.4367 -4.0425 0.3 -0.4 0.5
H -3.1692 0.1458 -4.4169 0.4 -0.1 0.3
C 6.6831 -0.9080 1.9867 0.1 0.5 1.1
O 6.1775 -2.0326 1.9352 0.7 0.0 -0.3
N 7.7540 -0.5941 2.7919 -0.6 -1.0 -0.1
N 6.1982 0.1685 1.3419 -0.8 -0.1 -0.6
H 8.0879 0.3478 2.8459 0.4 -0.1 -0.1
H 8.2957 -1.3774 3.1115 0.1 0.3 0.2
H 5.4342 -0.0307 0.7103 0.0 0.3 0.1
H 6.2469 1.0741 1.7740 0.1 0.1 -0.3
C 1.1401 -1.5446 -3.9297 2.2 -1.0 -0.1
O 1.9841 -2.4725 -4.0275 -0.6 0.5 -0.4
N 1.3687 -0.3200 -4.4333 -4.1 -1.6 -0.9
N 0.0366 -1.6391 -3.1764 -0.4 -0.5 -0.2
H 0.6992 0.4168 -4.2380 -0.2 -0.2 0.1
H 2.1257 -0.0727 -5.0403 -2.5 -4.2 0.8
H 0.0280 -2.5045 -2.6432 -0.3 0.5 0.4
H -0.1377 -0.7404 -2.7428 -0.7 -0.3 0.4
C 1.7503 2.7522 0.7732 0.5 3.0 0.6
O 2.7370 2.6530 0.0358 1.7 2.6 1.8
N 0.5262 2.9817 0.2572 1.8 1.8 2.4
N 1.8312 2.7491 2.1197 0.1 -0.2 0.7
H -0.1265 3.4197 0.8871 -0.4 0.0 -0.4
H 0.5388 3.2215 -0.7212 0.2 1.1 0.4
H 2.6957 2.5300 2.5768 0.1 0.0 -0.2
H 1.0525 2.9696 2.7166 -0.1 -0.3 -0.1
C 5.6382 -1.8975 -1.7415 2.2 -0.8 -0.4
O 6.5398 -1.0521 -1.6547 -1.2 0.1 0.4
N 5.2919 -2.7647 -0.7456 -0.2 0.7 -0.7
N 5.1126 -2.2690 -2.9334 -0.3 0.3 -0.1
H 4.4898 -3.3178 -0.9837 0.0 -0.4 0.9
H 5.7534 -2.6938 0.1443 -0.3 -0.1 0.3
H 4.3965 -2.9738 -2.9260 -0.4 0.3 -0.6
H 5.1927 -1.6289 -3.7031 -0.2 -0.2 0.0
```
Positions in Å, forces in eV/Å.

The value obtained for the frontier orbital gap is 6.83 eV. The calculation puts the HOMO energy at -5.4 eV. As for the charge: -1. As for the largest force on an atom: 5.0 eV Å⁻¹. The value obtained for the energy above the lowest of the compared OMol25 structures with the same formula, charge and spin is 8.739 eV.

Results of the Mulliken charge analysis, in e, for atoms 1 through 6: C 0.244; O 2.268; O -0.758; C 0.125; F 0.103; F -0.374

=====

(2)
12 unconnected molecules or ions with the total composition C17H59N23O13 in a non-equilibrium geometry. Source: the OMol25 dataset; level of theory: ωB97M-V/def2-TZVPD.

Structure (XYZ):
```
112
Properties=species:S:1:pos:R:3:forces:R:3
C -2.6067 0.9325 4.2086 1.7 -0.2 -1.2
O -1.5924 1.8427 3.6705 -2.4 1.0 1.4
C -0.7304 1.3655 2.6770 -0.2 -1.6 1.4
C 0.0115 2.4672 2.0337 -0.9 1.9 -1.3
N -0.9273 3.4312 1.3450 0.3 -1.0 1.5
C -1.8178 2.7490 0.4194 1.6 0.4 0.4
C -2.5926 3.7175 -0.3968 0.6 -0.4 -1.2
O -1.6923 4.5459 -1.1595 -0.2 0.8 0.4
C -2.0428 5.9159 -1.1883 -0.1 0.5 0.6
H -3.3623 1.2908 4.9077 0.8 1.1 0.2
H -2.0048 0.1635 4.6930 -0.5 -0.6 0.1
H -3.2349 0.5340 3.4119 0.3 -0.4 -0.4
H -1.2605 0.6804 2.0153 -0.1 0.2 -0.6
H -0.0006 0.7245 3.1715 0.3 -0.3 0.1
H 0.7348 2.0426 1.3376 -0.2 -0.1 -0.1
H 0.6094 3.0635 2.7231 -0.2 -0.1 0.3
H -0.3442 4.1384 0.9207 -0.1 -0.1 -0.5
H -2.5450 2.1238 0.9375 0.0 0.0 0.3
H -1.1979 2.1059 -0.2053 -0.3 -0.3 -0.6
H -3.2927 4.2257 0.2663 0.0 0.5 -0.4
H -3.0530 3.0876 -1.1579 -0.9 0.2 0.0
H -2.0961 6.3371 -0.1844 -0.4 -0.2 0.4
H -2.9763 6.1386 -1.7052 -0.3 -0.3 0.0
H -1.3117 6.5853 -1.6417 0.5 -0.8 -0.5
N -2.1277 -4.1013 -3.0194 1.9 -0.5 -2.6
C -2.8802 -3.9466 -1.9506 -1.2 -0.6 0.3
N -2.4543 -2.9521 -1.1934 -0.2 0.9 1.4
O -3.8259 -4.6773 -1.7465 -1.5 -0.5 1.0
H -2.3227 -4.9812 -3.4754 0.3 0.1 -0.1
H -1.1853 -3.8997 -2.7171 0.8 -0.3 -0.9
H -1.7258 -2.3418 -1.5353 -0.2 -0.2 0.3
H -2.9445 -2.8616 -0.3150 0.3 0.7 -0.1
N 1.5161 -3.7704 0.0889 2.7 1.7 4.7
C 0.9954 -4.0973 -1.0137 -1.9 1.2 -1.5
N 0.8260 -5.3468 -1.1625 -0.4 -6.5 -0.9
O 0.5048 -3.3228 -1.7911 -0.6 3.0 -2.9
H 1.7552 -4.4958 0.7498 0.3 0.8 0.1
H 1.6821 -2.7845 0.2317 0.4 -0.6 0.2
H 1.0690 -5.9624 -0.3995 0.0 -0.3 -0.6
H 0.5606 -5.7315 -2.0578 0.0 0.1 0.4
N 1.4547 1.2101 -3.6302 0.0 4.8 2.9
C 1.1893 0.0898 -4.2397 1.9 0.2 -0.1
N 0.7965 -0.8286 -3.4121 -2.0 -3.7 3.0
O 1.4936 -0.0832 -5.3642 0.3 -1.1 -4.9
H 1.8192 2.0566 -4.0433 -0.1 -0.8 -0.7
H 0.9277 1.4081 -2.7917 0.3 -0.3 0.2
H 0.9400 -0.7090 -2.4195 -0.1 0.1 -0.5
H 0.6983 -1.8084 -3.6369 0.4 0.2 -0.4
N 2.3453 -0.4464 3.4652 -1.8 1.2 -1.3
C 2.9085 -1.1782 4.3902 1.1 -4.0 0.3
N 4.0333 -0.6106 4.8358 0.8 0.6 0.9
O 2.5768 -2.3649 4.6481 0.1 2.0 0.2
H 1.4694 -0.7888 3.0970 -0.1 0.3 -0.3
H 2.7448 0.4586 3.2618 -0.7 -0.1 -0.4
H 4.6782 -1.1286 5.4153 -0.2 0.4 -0.1
H 4.1053 0.3658 4.5878 0.9 -0.3 0.6
N -1.8026 -0.3349 -4.8012 2.0 -1.7 -2.8
C -2.5067 0.1639 -3.8442 1.3 1.5 2.4
N -3.7601 0.3188 -4.1307 -3.7 0.3 -1.4
O -1.9521 0.5201 -2.8124 -0.3 0.3 2.0
H -0.9466 -0.7518 -4.4643 0.2 0.1 -0.6
H -2.2132 -0.5324 -5.7026 0.6 -0.4 0.3
H -3.9055 0.1054 -5.1071 -1.2 0.2 0.4
H -4.4729 0.7764 -3.5806 0.6 -0.1 -0.1
N 5.1445 1.3607 1.0292 7.2 1.8 2.5
C 4.0093 0.9978 0.6297 -0.7 -2.6 -1.1
N 3.0628 1.8313 0.6981 -2.9 2.7 0.7
O 3.9070 -0.1460 0.2164 -1.1 -2.3 -0.9
H 5.8665 0.6566 0.9749 -0.1 0.2 0.1
H 5.3851 2.2281 1.4873 -0.3 -0.1 -0.3
H 3.2510 2.7771 0.9984 -0.8 0.0 -0.3
H 2.2182 1.4647 0.2830 -0.8 0.8 -0.5
N 1.3560 3.6756 -1.6707 -1.1 -2.7 -0.9
C 1.9486 4.4689 -0.7984 -2.7 -1.0 2.4
N 2.5946 5.3999 -1.4007 2.9 3.2 -2.0
O 1.7528 4.3897 0.4182 0.6 0.0 0.3
H 1.3367 3.8077 -2.6718 0.0 0.2 0.5
H 0.9239 2.8405 -1.3020 -0.1 -0.1 -0.1
H 2.8070 6.2949 -0.9837 0.2 -0.4 -0.2
H 2.7625 5.1628 -2.3681 0.4 1.1 0.2
N -4.5260 0.0270 0.5200 0.0 2.5 -0.5
C -4.6408 -1.1916 0.9941 1.9 0.3 -1.3
N -5.8129 -1.3231 1.5085 -4.5 -1.6 2.7
O -3.8010 -2.0324 0.9189 2.0 -2.5 0.6
H -3.7923 0.3511 -0.0937 -0.3 0.2 0.3
H -5.3570 0.4850 0.8661 1.1 1.8 -1.4
H -6.3602 -0.4884 1.6629 -0.4 -0.9 0.2
H -6.0941 -2.1999 1.9237 0.0 0.3 0.0
N -0.7085 -0.5855 -0.6026 -5.0 -1.5 -0.8
C 0.4597 -0.1500 -0.3548 0.7 2.7 -0.5
N 1.0153 -0.9186 0.5019 4.4 -1.7 3.6
O 1.0300 0.8810 -0.7587 -0.4 0.4 -0.9
H -1.4569 -0.2125 -1.1691 0.5 0.5 -0.6
H -0.9268 -1.3298 0.0443 -0.8 0.0 -0.5
H 0.6337 -1.7474 0.9349 -0.6 0.5 0.3
H 1.8887 -0.5571 0.8577 0.3 -0.5 0.0
N 4.2202 -1.2886 -2.6250 -0.7 3.7 -2.4
C 4.6628 -2.4606 -2.2501 -0.2 -1.3 0.0
N 4.3305 -2.5769 -0.9797 -0.2 -1.8 3.0
O 5.1615 -3.3205 -2.9321 1.2 -0.9 -1.0
H 3.7941 -0.7368 -1.8942 0.2 0.6 -0.6
H 4.5898 -0.8332 -3.4472 -0.4 -0.2 0.1
H 3.9582 -1.7466 -0.5413 0.4 -0.6 0.8
H 4.6575 -3.3858 -0.4709 -0.3 0.3 0.0
N -1.9529 -2.8257 3.6699 -8.8 -1.9 -1.6
C -0.7477 -2.5854 3.6087 4.0 0.8 -3.4
N -0.2736 -2.4542 4.7553 4.2 1.5 6.3
O -0.0463 -2.4645 2.6069 0.6 0.1 -1.9
H -2.3767 -2.7092 4.5793 -0.7 -0.4 -0.9
H -2.4253 -3.0564 2.8076 -0.7 0.2 0.3
H 0.6985 -2.1813 4.7320 0.5 -0.3 1.1
H -0.8654 -2.4364 5.5735 0.8 0.0 0.0
```
Positions in Å, forces in eV/Å.

The value obtained for the frontier orbital gap is 8.22 eV. The calculation puts the HOMO energy at -8.1 eV. As for the largest force on an atom: 9.1 eV Å⁻¹. The value obtained for the energy above the lowest of the compared OMol25 structures with the same formula, charge and spin is 7.123 eV.

Results of the Mulliken charge analysis, in e, for atoms 1 through 6: C -0.232; O -0.498; C -0.407; C 0.017; N -0.415; C 0.929

=====

(3)
A molecular structure, C18H10BrClHgN2O6. Source: the OMol25 dataset; level of theory: ωB97M-V/def2-TZVPD.

Structure (XYZ):
```
39
Properties=species:S:1:pos:R:3:forces:R:3
Hg -3.2704 1.0000 -0.2428 0.0 0.5 0.0
O -2.3447 -4.3416 2.9712 -0.1 0.2 0.1
C -1.2107 -4.1481 2.3328 0.1 0.1 0.1
O -0.2699 -4.9002 2.4474 0.0 0.0 0.0
C -1.1215 -2.9387 1.4578 -0.1 0.0 0.0
C 0.0306 -2.5216 0.8187 0.1 0.1 0.1
Cl 1.6269 -3.0860 0.9915 0.0 -0.1 0.1
N -0.2531 -1.4329 0.0701 0.0 0.0 0.0
N -1.5424 -1.0920 0.2338 0.1 -0.1 0.0
C -2.0820 -1.9692 1.0577 0.1 0.2 -0.1
C -3.5196 -1.7471 1.4806 -0.2 -0.1 -0.1
O -4.0492 -2.6287 2.1790 0.1 0.0 0.2
O -4.0986 -0.6915 1.1090 0.0 0.0 0.0
C 0.6806 -0.4854 -0.5901 0.0 -0.1 0.0
C 1.6523 -1.1633 -1.5072 0.0 0.0 -0.1
C 2.0573 -0.5522 -2.6181 0.1 0.0 0.0
C 1.5502 0.7584 -3.0329 -0.1 0.0 0.0
C 0.5440 1.3315 -2.3809 0.0 0.0 0.0
C -0.1281 0.6789 -1.2154 -0.1 -0.1 0.0
H -3.0315 -3.6183 2.7572 0.0 -0.3 -0.3
H 2.0631 -2.1239 -1.2374 -0.1 0.1 0.0
H 2.8002 -1.0371 -3.2402 0.0 0.0 0.0
H 1.9880 1.2363 -3.8999 0.0 0.0 0.0
H 0.1338 2.2814 -2.7028 0.0 0.0 0.0
H -1.1395 0.4113 -1.5237 -0.1 0.0 0.0
Br 4.0300 0.1534 0.6308 0.0 0.0 0.0
C 2.4748 1.2123 0.3530 0.0 0.0 0.0
C 1.1723 0.5107 0.5249 0.0 0.0 0.1
C -0.0200 1.4302 0.1357 -0.1 0.1 0.1
C 0.1632 2.9041 0.0683 0.2 -0.1 0.0
C 1.4004 3.4005 0.0643 0.0 0.0 -0.1
C 2.5764 2.5277 0.1727 0.0 0.0 0.0
C -1.0833 3.7739 -0.0219 -0.3 0.0 0.2
O -0.9470 4.9610 -0.3043 0.1 0.0 0.0
O -2.1923 3.1893 0.2624 0.0 -0.3 -0.2
H 1.1347 0.0567 1.5199 0.0 0.0 0.0
H -0.8753 1.2102 0.7689 0.0 0.0 0.0
H 1.5405 4.4701 -0.0282 0.0 0.0 0.0
H 3.5597 2.9797 0.1381 0.0 0.0 0.0
```
Positions in Å, forces in eV/Å.

The value obtained for the frontier orbital gap (spin up / spin down) is 7.60 / 6.88 eV. The spin multiplicity is 2. The calculation puts the HOMO energy (spin up / spin down) at -5.3 / -6.0 eV. As for the charge: -1. As for the largest force on an atom: 0.5 eV Å⁻¹. The value obtained for the energy above the lowest of the compared OMol25 structures with the same formula, charge and spin is 2.412 eV.

Results of the natural (NBO) charge analysis, in e, for atoms 1 through 6: Hg 0.825; O -0.685; C 0.784; O -0.612; C -0.281; C 0.170